{"formula": "C45H51BiF6N6O8PS5", "method": "ωB97M-V/def2-TZVPD", "species": ["Bi", "F", "C", "F", "F", "S", "O", "O", "N", "S", "O", "O", "C", "F", "F", "F", "C", "C", "C", "C", "C", "C", "C", "S", "O", "O", "N", "C", "C", "C", "C", "C", "C", "C", "C", "N", "C", "H", "H", "H", "H", "H", "H", "H", "H", "H", "H", "H", "H", "H", "C", "N", "C", "C", "C", "C", "C", "N", "C", "C", "C", "C", "C", "C", "H", "H", "H", "H", "H", "H", "H", "H", "H", "H", "H", "C", "C", "C", "O", "P", "S", "S", "O", "C", "C", "C", "H", "H", "H", "H", "H", "H", "H", "H", "H", "H", "H", "H", "H", "H", "C", "N", "C", "C", "C", "C", "C", "C", "C", "C", "H", "H", "H", "H", "H", "H", "H", "H", "H", "H", "H", "H", "H"], "coordinates": [[-0.49638, 1.13970, 0.86416], [-5.53994, -0.92174, 1.83496], [-5.74247, 0.30081, 1.28017], [-5.67606, 0.14059, -0.03928], [-6.97215, 0.69080, 1.60374], [-4.44864, 1.45077, 2.00658], [-3.22469, 0.73291, 1.71116], [-4.82305, 1.45539, 3.39013], [-4.66938, 2.83751, 1.33510], [-4.43696, 3.01364, -0.24797], [-5.68379, 3.06767, -0.94669], [-3.38356, 2.20405, -0.78099], [-3.82371, 4.77823, -0.28514], [-2.49732, 4.82169, -0.30469], [-4.25696, 5.46147, 0.77737], [-4.29004, 5.37031, -1.38076], [3.76835, -5.63956, 4.86700], [3.40747, -4.58463, 3.85556], [4.09652, -4.47392, 2.65352], [3.81315, -3.44749, 1.76140], [2.81662, -2.53795, 2.06206], [2.10892, -2.64161, 3.25216], [2.39941, -3.66297, 4.13925], [2.60528, -1.02287, 1.10026], [3.62657, -1.04821, 0.07923], [2.71482, 0.00815, 2.09993], [1.09422, -1.04039, 0.55113], [0.81646, -1.95499, -0.47122], [1.72780, -2.91654, -0.90674], [1.43879, -3.83692, -1.92167], [0.25080, -3.81033, -2.59043], [-0.71102, -2.85144, -2.22234], [-1.93824, -2.71486, -2.91024], [-2.86376, -1.80115, -2.49698], [-2.58956, -1.06400, -1.33572], [-1.46013, -1.17274, -0.67698], [-0.47393, -1.97798, -1.12385], [4.71635, -6.11500, 4.61968], [3.00270, -6.41704, 4.91374], [3.85095, -5.19678, 5.86005], [4.89023, -5.17602, 2.42683], [4.38889, -3.32066, 0.85325], [1.38448, -1.87177, 3.49269], [1.87410, -3.71831, 5.08673], [2.71444, -2.92746, -0.47742], [2.18970, -4.57185, -2.18600], [0.04230, -4.48351, -3.41292], [-2.12248, -3.33941, -3.77696], [-3.79146, -1.64668, -3.03056], [-3.30325, -0.36523, -0.91691], [2.47557, 2.15483, -0.27863], [1.36501, 2.49215, 0.60461], [1.26624, 3.66001, 1.13894], [0.18658, 3.96929, 1.98802], [-0.10370, 5.07984, 2.78623], [-1.27982, 4.77471, 3.46311], [-1.66617, 3.49950, 3.04430], [-0.79534, 3.01807, 2.14640], [3.08033, 3.29880, -1.04864], [4.44949, 3.53360, -0.96348], [5.04651, 4.51284, -1.74407], [4.27603, 5.26862, -2.61562], [2.90747, 5.05068, -2.69257], [2.31124, 4.07565, -1.90861], [2.10087, 1.41245, -0.98635], [3.24854, 1.67830, 0.31527], [2.02993, 4.41322, 0.95131], [0.48909, 5.97733, 2.87145], [-1.80500, 5.39461, 4.17167], [-2.50802, 2.92228, 3.37232], [5.04780, 2.92561, -0.29374], [6.11640, 4.67350, -1.68114], [4.74399, 6.02342, -3.23603], [2.29591, 5.60806, -3.38902], [1.24588, 3.89934, -1.99102], [2.11180, -0.78526, -3.78321], [2.45375, 0.30412, -4.78882], [2.35896, -0.22584, -6.21503], [1.66766, 1.50142, -4.69375], [0.13459, 1.74611, -4.24978], [-0.27321, 3.57121, -4.83958], [-0.22930, 1.17316, -2.36672], [-0.59269, 0.63479, -5.22246], [-1.89595, 0.12588, -4.91669], [-2.14529, -1.01855, -5.88797], [-2.97635, 1.19510, -5.01452], [2.78497, -1.63446, -3.92363], [1.08442, -1.12224, -3.92366], [2.21743, -0.42736, -2.76145], [3.47408, 0.65135, -4.59796], [1.34802, -0.58974, -6.39932], [3.07184, -1.03918, -6.36488], [2.57296, 0.57396, -6.92438], [-1.88253, -0.25714, -3.89050], [-2.12156, -0.64330, -6.91288], [-3.12304, -1.46206, -5.69270], [-1.37435, -1.78384, -5.77766], [-2.92702, 1.69525, -5.98298], [-2.83029, 1.94176, -4.23524], [-3.96166, 0.74245, -4.88308], [-2.89072, -3.68729, 3.37681], [-1.62960, -2.92191, 3.31469], [-0.65248, -3.56158, 2.40146], [-1.87978, -1.47711, 2.95668], [-0.90306, -0.58673, 3.67714], [-0.76674, -0.80564, 5.05548], [0.15617, -0.09728, 5.79885], [0.92509, 0.86920, 5.17113], [0.73627, 1.14363, 3.82788], [-0.15989, 0.41711, 3.03846], [-2.69499, -4.71639, 3.67359], [-3.35461, -3.67214, 2.39217], [-3.57024, -3.22482, 4.08901], [-1.20328, -2.88933, 4.24229], [-1.13635, -3.78783, 1.45365], [-0.27200, -4.47851, 2.84856], [0.16832, -2.87550, 2.20583], [-2.89821, -1.22053, 3.24351], [-1.79307, -1.36249, 1.88393], [-1.42256, -1.50746, 5.57156], [0.26499, -0.29206, 6.85853], [1.66100, 1.42312, 5.74072], [1.32324, 1.92554, 3.36684]], "forces_ev_per_a": [[-0.169, -0.325, 0.059], [-0.052, 0.120, -0.030], [0.192, -0.247, 0.361], [0.120, 0.205, 0.029], [0.075, 0.065, -0.064], [-0.694, -0.580, -0.105], [0.358, 0.191, -0.327], [0.022, 0.412, 0.098], [0.172, -0.483, -0.084], [-0.120, 0.383, -0.046], [-0.137, -0.012, 0.077], [0.239, -0.129, 0.016], [0.040, -0.007, 0.238], [0.003, -0.085, 0.053], [-0.019, -0.003, -0.072], [0.049, -0.036, -0.053], [-0.086, -0.005, -0.072], [0.042, -0.043, 0.045], [-0.030, -0.001, 0.043], [-0.053, -0.015, -0.025], [0.178, 0.406, -0.027], [0.359, 0.115, 0.149], [0.015, 0.054, -0.104], [-0.124, -0.301, 0.261], [-0.044, 0.055, 0.025], [-0.180, 0.268, -0.063], [0.014, 0.144, -0.210], [0.302, -0.682, -0.354], [-0.254, 0.263, 0.215], [-0.123, -0.197, -0.156], [0.158, -0.047, -0.151], [-0.078, 0.212, 0.253], [-0.066, -0.072, 0.141], [-0.063, -0.272, 0.044], [0.214, -0.005, 0.436], [-0.054, 0.326, 0.528], [0.066, -0.231, -0.041], [0.002, -0.009, 0.013], [0.012, -0.022, 0.020], [0.025, -0.045, 0.026], [0.009, 0.000, 0.011], [0.012, -0.013, 0.025], [0.065, 0.056, 0.125], [0.003, 0.006, 0.045], [-0.080, -0.143, -0.212], [0.047, 0.036, -0.020], [0.016, -0.015, -0.005], [0.022, 0.006, -0.011], [-0.024, -0.008, 0.008], [-0.086, 0.048, -0.124], [0.210, -0.117, -0.238], [-0.057, -0.044, 0.103], [0.236, 0.089, 0.026], [-0.466, 0.201, 0.138], [0.305, -0.055, -0.115], [-0.160, -0.060, 0.114], [0.090, 0.134, -0.051], [-0.017, 0.420, -0.071], [0.062, 0.004, 0.021], [-0.081, -0.033, 0.015], [0.067, 0.013, -0.025], [0.047, 0.044, 0.031], [-0.053, -0.036, -0.015], [-0.046, 0.015, -0.033], [-0.001, -0.008, -0.016], [0.090, -0.130, 0.131], [-0.012, -0.024, -0.067], [0.007, 0.003, -0.039], [-0.010, -0.013, 0.003], [-0.233, -0.097, 0.045], [0.019, 0.009, -0.012], [-0.014, 0.017, 0.005], [-0.014, -0.007, -0.006], [-0.016, 0.023, -0.010], [-0.062, -0.073, -0.076], [0.001, 0.205, 0.030], [-0.098, -0.273, -0.110], [-0.007, 0.162, 0.077], [-0.046, 0.000, 0.232], [0.160, -0.104, -0.389], [-0.036, -0.131, 0.286], [0.065, 0.325, -0.366], [0.092, 0.160, 0.255], [-0.222, -0.039, -0.046], [0.172, 0.174, 0.131], [0.254, -0.006, 0.060], [0.021, 0.028, -0.055], [-0.017, -0.054, 0.037], [-0.022, -0.030, 0.058], [-0.035, -0.008, -0.017], [0.000, -0.016, -0.031], [0.007, -0.017, -0.002], [0.006, -0.021, -0.024], [0.137, 0.187, -0.291], [-0.030, -0.041, -0.015], [-0.021, -0.048, -0.037], [-0.002, -0.025, -0.032], [-0.044, 0.006, -0.013], [-0.046, 0.063, -0.018], [-0.017, -0.024, -0.010], [-0.332, -0.197, 0.049], [-0.119, 0.045, -0.095], [0.200, -0.122, -0.523], [-0.021, 0.690, -0.036], [0.360, 0.140, 0.051], [0.002, 0.072, -0.056], [-0.051, -0.159, 0.115], [0.104, 0.144, -0.043], [0.000, -0.151, -0.004], [-0.271, -0.424, 0.267], [0.112, 0.029, -0.045], [0.061, 0.038, -0.005], [0.074, 0.063, 0.021], [-0.015, -0.064, 0.013], [-0.168, 0.071, 0.003], [-0.036, 0.052, 0.052], [-0.261, -0.045, -0.016], [-0.070, -0.170, 0.000], [-0.063, -0.204, -0.335], [0.004, 0.006, 0.024], [-0.009, 0.037, 0.001], [-0.005, 0.033, -0.034], [0.048, 0.029, 0.034]], "charge": -1, "orbital_gap_ev": 5.7}

***

{"formula": "C4H13CuN5O4SbSe4", "method": "ωB97M-V/def2-TZVPD", "species": ["Cu", "N", "C", "C", "N", "C", "C", "N", "H", "H", "H", "H", "H", "H", "H", "H", "H", "H", "H", "H", "H", "Se", "Sb", "Se", "Se", "Se", "O", "N", "O", "O", "N", "O"], "coordinates": [[-0.54871, -0.78657, -0.15776], [-0.79450, -0.38444, 1.80990], [0.08050, 0.75779, 2.11668], [-0.24756, 1.88164, 1.14470], [-0.09897, 1.43101, -0.24791], [0.92407, 2.12369, -1.02555], [2.32141, 1.99810, -0.46294], [2.71629, 0.60650, -0.28753], [-0.56236, -1.24013, 2.31132], [-1.77368, -0.18141, 1.98819], [-0.03176, 1.09951, 3.14917], [1.10858, 0.42466, 1.96373], [-1.28383, 2.19551, 1.29564], [0.38908, 2.74504, 1.35002], [-1.00326, 1.55477, -0.70262], [0.89260, 1.70185, -2.03341], [0.70315, 3.19700, -1.11509], [2.96661, 2.58889, -1.12716], [2.36582, 2.48327, 0.51727], [2.52506, 0.03508, -1.10125], [3.69302, 0.50834, -0.05077], [0.66563, -6.25899, -0.20230], [-0.25156, -4.11626, 0.33804], [-1.81026, -3.82464, 2.14975], [-1.75662, -3.77826, -1.93848], [1.37853, -2.24197, 0.27743], [-1.91079, -1.67957, -3.62855], [-1.33533, -2.06187, -2.65011], [-0.41767, -1.37841, -2.13238], [-2.90779, 1.26709, -0.55143], [-3.40687, 0.14390, -0.57998], [-2.58883, -0.81112, -0.41660]], "forces_ev_per_a": [[-0.142, -0.389, 0.148], [0.091, 0.152, 0.004], [-0.006, -0.150, -0.006], [-0.031, -0.033, -0.081], [-0.101, 0.100, 0.022], [-0.098, -0.061, -0.023], [0.184, -0.155, 0.051], [-0.031, 0.241, 0.017], [0.023, -0.016, -0.006], [-0.011, -0.029, -0.046], [-0.036, 0.004, 0.028], [-0.004, -0.004, -0.015], [-0.009, -0.001, -0.001], [-0.006, 0.036, 0.009], [-0.021, -0.003, 0.052], [0.040, 0.008, -0.020], [-0.042, 0.000, 0.005], [0.128, -0.067, -0.022], [0.032, 0.021, -0.015], [-0.022, 0.023, -0.029], [0.037, 0.013, -0.012], [-0.097, 0.094, 0.018], [0.127, -0.203, 0.160], [0.085, 0.079, -0.140], [0.118, 0.051, 0.030], [-0.159, -0.018, -0.019], [-0.068, -0.165, -0.125], [0.259, 0.286, 0.214], [-0.346, 0.117, -0.132], [-0.194, 0.209, -0.038], [0.411, -0.031, 0.080], [-0.109, -0.107, -0.109]], "charge": -1, "orbital_gap_ev": [7.1, 6.3], "spin_multiplicity": 2}

***

{"formula": "C3H8N2", "method": "ωB97M-V/def2-TZVPD", "species": ["C", "C", "C", "N", "N", "H", "H", "H", "H", "H", "H", "H", "H"], "coordinates": [[-2.22339, -0.86140, -0.29867], [-2.49539, -0.36378, -1.47706], [1.94344, 0.64424, 1.51997], [1.61808, 0.36164, -0.78867], [1.12387, 0.54430, 0.26843], [-1.45374, -0.45386, 0.28292], [-2.63540, -1.80481, 0.07863], [-3.17340, -0.75601, -2.20092], [-1.82804, 0.35023, -1.85279], [3.07460, 0.66860, 1.18596], [1.55453, 1.58686, 2.00810], [1.84002, -0.29283, 2.02302], [2.65483, 0.37684, -0.74891]], "forces_ev_per_a": [[-0.740, -1.755, 0.258], [0.161, -0.533, -0.416], [1.487, 1.448, -2.409], [1.344, -0.144, -3.095], [-1.837, 0.090, 3.845], [1.022, 0.630, 0.736], [-0.349, 0.559, -0.071], [-0.616, -0.401, -0.085], [0.534, 1.495, -0.425], [-1.784, 0.438, 0.784], [0.813, -1.394, -0.008], [-0.549, -0.243, 0.824], [0.513, -0.190, 0.062]], "orbital_gap_ev": 10.1, "smiles": "[H]/N=N\\C.C=C"}

***

{"formula": "C16H21N3O2", "method": "ωB97M-V/def2-TZVPD", "species": ["O", "O", "C", "C", "C", "C", "C", "C", "C", "C", "C", "C", "N", "N", "N", "C", "C", "C", "C", "C", "C", "H", "H", "H", "H", "H", "H", "H", "H", "H", "H", "H", "H", "H", "H", "H", "H", "H", "H", "H", "H", "H"], "coordinates": [[0.30110, -3.45084, -0.07783], [1.30203, 1.04839, 0.48007], [1.92739, 3.93313, -3.39510], [0.58684, 3.55167, -3.28997], [2.88297, 3.07086, -2.97634], [0.28448, -2.07450, -1.95339], [0.98101, 0.21917, -1.58324], [0.54461, -0.80517, -2.46518], [0.25025, 2.39089, -2.57715], [2.49846, 1.95729, -2.23205], [0.41741, -2.25773, -0.57221], [0.96110, 0.04358, -0.21036], [-2.19458, -0.65139, 3.55199], [1.26046, 1.55477, -2.09349], [0.69914, -1.21521, 0.27990], [0.27616, -0.58244, -4.02330], [-1.62865, -0.79327, 4.87708], [-3.51961, -0.98968, 3.24261], [-1.13143, -0.47144, 2.52012], [1.00753, -1.40780, 1.73423], [-0.27970, -1.77829, 2.44927], [2.13321, 4.87482, -3.88647], [-0.28549, 4.19262, -3.65466], [3.91252, 3.35607, -3.12181], [0.03525, -2.96060, -2.50951], [-0.82584, 2.12524, -2.43724], [3.23462, 1.36830, -1.79277], [-0.79453, -0.74522, -4.35430], [0.62535, 0.37742, -4.24355], [0.92006, -1.24807, -4.62964], [-0.53788, -0.70248, 4.99277], [-2.04591, -1.75949, 5.39871], [-1.97682, 0.17584, 5.37693], [-3.72678, -1.88770, 2.82975], [-4.07562, -0.26914, 2.54313], [-4.06930, -0.96620, 4.24031], [-1.64452, -0.27076, 1.64612], [-0.51694, 0.46719, 2.66879], [1.42773, -0.47266, 2.10736], [1.74605, -2.21220, 1.79517], [0.02447, -2.24762, 3.46927], [-0.98661, -2.48731, 1.87599]], "forces_ev_per_a": [[0.321, 3.116, -0.823], [-0.539, -1.151, 0.459], [-1.709, 0.390, -1.198], [-1.793, -0.037, 0.984], [0.341, 0.135, 1.092], [0.389, 2.363, -0.597], [-1.247, -0.811, -2.281], [-1.025, -1.087, -1.776], [0.337, -0.044, -0.483], [0.959, 0.857, -1.115], [-0.223, -5.094, 2.378], [1.504, 2.145, 0.939], [3.476, 0.785, -1.196], [-2.574, 0.886, -0.625], [0.783, 1.424, 0.637], [0.069, -1.669, 1.440], [-2.450, 0.609, 1.587], [-1.718, 3.541, 2.108], [-0.011, -0.707, 3.141], [-0.521, -1.520, -1.263], [-0.789, 0.019, 0.187], [0.313, -0.081, -0.030], [1.554, -0.933, 0.519], [0.214, -0.394, 0.285], [-0.107, 0.147, -0.298], [1.380, -0.216, 0.052], [0.963, -1.222, 0.647], [1.232, 0.306, 0.719], [0.097, 1.690, -0.748], [-0.402, 0.029, 0.478], [-0.390, -0.556, -0.749], [0.984, 1.856, -0.567], [0.199, -1.503, 0.513], [-0.179, -3.540, -1.365], [0.928, -0.349, 0.970], [0.279, 0.037, -1.252], [-0.848, 0.026, -2.255], [-0.446, -0.973, 0.400], [-0.134, -0.142, -0.161], [-0.068, 0.077, -0.065], [-0.931, 1.018, -1.583], [1.780, 0.573, 0.893]], "orbital_gap_ev": 5.9}

***

| no. | E (eV) |
| --- | --- |
| 1 | -158427.1718 |
| 2 | -332561.0490 |
| 3 | -6217.7160 |
| 4 | -25494.5276 |